Record 1
Density functional theory data (wB97M-V/def2-TZVPD) for a molecular structure, C5H9NO in a non-equilibrium geometry.

The largest force on an atom is 0.034 hartree/bohr. The molecular weight is 99.133 u. Its HOMO energy is -7.4 eV. Its energy relative to the best compared isomer or geometry (same formula, charge and spin) is 318.7 kJ/mol. For the total energy, the calculation gives -8865.9097 eV.

Atoms and positions in Å:
C: 0.47 0.27 1.63
C: -1.71 0.23 0.33
C: 0.54 -0.11 -0.90
C: -0.24 -0.07 0.35
N: 1.44 0.88 -1.32
C: 0.33 -1.42 -1.17
O: -0.32 -1.90 -0.11
H: 1.02 1.68 -1.77
H: 2.20 0.52 -1.89
H: 0.55 -2.05 -2.03
H: 0.40 -0.61 2.27
H: 0.02 1.11 2.16
H: 1.53 0.47 1.45
H: -2.18 -0.14 -0.58
H: -2.21 -0.20 1.20
H: -1.83 1.32 0.39


Record 2
Density functional theory data (wB97M-V/def2-TZVPD) for 3 unconnected molecules or ions with the total composition C5H9NO in a non-equilibrium geometry.

The largest force on an atom is 0.021 hartree/bohr. The molecular weight is 99.133 u. Its HOMO energy is -10.1 eV. As for the SMILES: C=CC#N.[H][H].CC=O. Its energy relative to the best compared isomer or geometry (same formula, charge and spin) is 342.0 kJ/mol. For the total energy, the calculation gives -8865.6684 eV.

Atoms and positions in Å:
C: 2.03 0.11 0.05
C: 1.15 0.97 0.55
C: 0.49 1.93 -0.28
N: -0.03 2.71 -0.96
H: 2.59 -0.56 0.69
H: 2.24 0.06 -1.02
H: 0.95 1.01 1.62
H: 0.64 -2.02 -0.11
H: 1.28 -1.80 -0.42
C: -1.85 -0.14 -0.59
C: -1.29 -0.58 0.73
O: -0.87 -1.69 0.94
H: -1.95 0.95 -0.68
H: -2.84 -0.59 -0.67
H: -1.24 -0.52 -1.41
H: -1.31 0.16 1.56


Record 3
Density functional theory data (wB97M-V/def2-TZVPD) for a molecular structure, C5H9NO.

The largest force on an atom is 0.016 hartree/bohr. The molecular weight is 99.133 u. Its HOMO energy is -9.6 eV. Its energy relative to the best compared isomer or geometry (same formula, charge and spin) is 197.0 kJ/mol. For the total energy, the calculation gives -8867.1706 eV.

Atoms and positions in Å:
C: 2.13 -0.41 0.36
C: 1.05 0.44 -0.30
C: 0.41 -0.13 -1.59
N: -0.91 -0.19 -0.94
C: -2.46 0.20 1.11
C: -0.40 0.27 0.13
O: -1.08 0.52 1.25
H: 1.82 -1.46 0.42
H: 2.35 -0.06 1.37
H: 3.06 -0.38 -0.22
H: 1.38 1.48 -0.40
H: 0.40 0.54 -2.46
H: 0.76 -1.12 -1.90
H: -2.92 0.56 2.03
H: -2.91 0.68 0.24
H: -2.60 -0.88 0.98


Record 4
Density functional theory data (wB97M-V/def2-TZVPD) for a molecular structure, C5H9NO.

The largest force on an atom is 0.012 hartree/bohr. The molecular weight is 99.133 u. Its HOMO energy is -9.7 eV. Its energy relative to the best compared isomer or geometry (same formula, charge and spin) is 321.3 kJ/mol. For the total energy, the calculation gives -8865.8827 eV.

Atoms and positions in Å:
C: -1.56 -1.33 -0.27
C: -0.59 -0.24 -0.67
C: -0.59 1.16 0.02
C: 0.94 1.26 -0.26
C: 0.84 -0.24 -0.21
N: 1.40 -1.10 0.54
O: 2.56 -0.52 1.13
H: -2.57 -1.09 -0.62
H: -1.59 -1.46 0.82
H: -1.27 -2.29 -0.71
H: -0.62 -0.07 -1.76
H: -1.26 1.94 -0.36
H: -0.73 1.04 1.10
H: 1.59 1.74 0.47
H: 1.15 1.63 -1.27
H: 2.29 -0.42 2.06


Record 5
Density functional theory data (wB97M-V/def2-TZVPD) for a single C5H9NO molecule in a non-equilibrium geometry.

The largest force on an atom is 0.052 hartree/bohr. The molecular weight is 99.133 u. Its HOMO energy is -8.3 eV. As for the SMILES: C=C[N+]([O-])=C(C)C. Its energy relative to the best compared isomer or geometry (same formula, charge and spin) is 422.7 kJ/mol. For the total energy, the calculation gives -8864.8316 eV.

Atoms and positions in Å:
C: 0.06 1.87 -1.36
C: 0.61 1.69 -0.16
N: 0.92 0.34 0.26
O: 2.14 0.10 0.60
C: 0.04 -0.57 0.23
C: 0.59 -1.93 0.71
C: -1.44 -0.21 0.07
H: -0.33 2.80 -1.77
H: -0.06 0.95 -1.95
H: 0.80 2.26 0.73
H: -0.08 -2.83 0.70
H: 0.76 -1.74 1.74
H: 1.48 -2.08 0.10
H: -1.76 0.87 0.13
H: -1.94 -0.94 0.86
H: -1.79 -0.57 -0.89


Record 6
Density functional theory data (wB97M-V/def2-TZVPD) for a single C5H9NO molecule.

The largest force on an atom is 0.010 hartree/bohr. The molecular weight is 99.133 u. Its HOMO energy is -9.2 eV. As for the SMILES: C[C@H]1CN(C)C1=O. Its energy relative to the best compared isomer or geometry (same formula, charge and spin) is 121.4 kJ/mol. For the total energy, the calculation gives -8867.9544 eV.

Atoms and positions in Å:
C: -1.32 -1.98 0.02
C: -0.22 -0.94 -0.03
C: -0.18 0.27 -0.99
N: 0.26 1.11 0.13
C: 1.53 1.81 0.10
C: 0.05 0.09 1.07
O: 0.18 0.08 2.27
H: -2.32 -1.53 -0.02
H: -1.23 -2.55 0.95
H: -1.23 -2.67 -0.83
H: 0.76 -1.45 -0.13
H: 0.54 0.20 -1.82
H: -1.16 0.58 -1.39
H: 2.30 1.16 -0.34
H: 1.46 2.73 -0.48
H: 1.82 2.04 1.13


Record 7
Density functional theory data (wB97M-V/def2-TZVPD) for a molecular structure, C5H9NO in a non-equilibrium geometry.

The largest force on an atom is 0.066 hartree/bohr. The molecular weight is 99.133 u. Its HOMO energy is -9.4 eV. Its energy relative to the best compared isomer or geometry (same formula, charge and spin) is 465.3 kJ/mol. For the total energy, the calculation gives -8864.3897 eV.

Atoms and positions in Å:
C: -1.59 -1.12 0.03
C: -0.54 -0.25 -0.64
C: -0.62 1.30 -0.44
C: 0.88 1.35 -0.03
C: 0.83 -0.15 0.01
N: 1.52 -1.04 0.55
O: 2.72 -0.76 1.25
H: -2.57 -0.96 -0.43
H: -1.67 -0.89 1.10
H: -1.34 -2.19 -0.06
H: -0.46 -0.50 -1.70
H: -0.90 1.88 -1.32
H: -1.28 1.57 0.39
H: 1.14 1.83 0.92
H: 1.55 1.74 -0.81
H: 2.32 -1.80 1.19


Record 8
Density functional theory data (wB97M-V/def2-TZVPD) for a single C5H9NO molecule in a non-equilibrium geometry.

The largest force on an atom is 0.034 hartree/bohr. The molecular weight is 99.133 u. Its HOMO energy is -9.1 eV. As for the SMILES: C/C=N/CCC=O. Its energy relative to the best compared isomer or geometry (same formula, charge and spin) is 234.7 kJ/mol. For the total energy, the calculation gives -8866.7800 eV.

Atoms and positions in Å:
C: 0.97 0.75 2.05
C: 0.81 1.12 0.64
N: 1.33 0.39 -0.25
C: 0.39 0.24 -1.33
C: -0.42 -1.07 -1.16
C: -1.77 -1.07 -0.48
O: -2.32 -0.14 0.05
H: 1.40 -0.25 2.11
H: 1.59 1.48 2.55
H: -0.04 0.74 2.49
H: 0.12 1.93 0.38
H: 1.01 0.16 -2.20
H: -0.33 1.07 -1.42
H: 0.19 -1.86 -0.70
H: -0.63 -1.42 -2.18
H: -2.29 -2.06 -0.55


Record 9
Density functional theory data (wB97M-V/def2-TZVPD) for a single C5H9NO molecule in a non-equilibrium geometry.

The largest force on an atom is 0.046 hartree/bohr. The molecular weight is 99.133 u. Its HOMO energy is -9.3 eV. As for the SMILES: O=C[C@H]1CCCN1. Its energy relative to the best compared isomer or geometry (same formula, charge and spin) is 171.6 kJ/mol. For the total energy, the calculation gives -8867.4336 eV.

Atoms and positions in Å:
O: 2.49 -1.83 0.39
C: 1.32 -1.56 0.46
C: 0.79 -0.16 0.64
C: 0.67 0.51 -0.79
C: -0.83 0.93 -0.93
C: -1.53 0.12 0.13
N: -0.58 -0.23 1.18
H: 0.62 -2.39 0.70
H: 1.53 0.43 1.16
H: 0.99 -0.23 -1.52
H: 1.24 1.44 -0.79
H: -1.00 0.84 -2.01
H: -0.88 2.01 -0.81
H: -2.44 0.55 0.54
H: -1.84 -0.84 -0.31
H: -0.55 0.43 1.95


Record 10
Density functional theory data (wB97M-V/def2-TZVPD) for a single C5H9NO molecule.

The largest force on an atom is 0.008 hartree/bohr. The molecular weight is 99.133 u. Its HOMO energy is -8.7 eV. Its energy relative to the best compared isomer or geometry (same formula, charge and spin) is 579.4 kJ/mol. For the total energy, the calculation gives -8863.2071 eV.

Atoms and positions in Å:
O: -2.29 -1.77 0.81
C: -1.48 -0.88 0.09
C: -0.42 1.74 0.01
C: 0.43 0.54 -0.07
C: 1.54 0.44 -1.05
N: 1.73 1.22 0.17
C: -0.09 -0.64 0.70
H: -2.50 -1.34 1.65
H: -1.37 -1.28 -0.92
H: -1.96 0.12 0.00
H: -0.33 2.28 -0.95
H: 1.53 1.03 -1.96
H: 2.06 -0.52 -1.12
H: 2.25 0.73 0.89
H: 0.54 -1.53 0.62
H: -0.20 -0.38 1.76


Record 11
Density functional theory data (wB97M-V/def2-TZVPD) for 2 unconnected molecules or ions with the total composition C5H9NO in a non-equilibrium geometry.

The largest force on an atom is 0.086 hartree/bohr. The molecular weight is 99.133 u. Its HOMO energy is -8.5 eV. Its energy relative to the best compared isomer or geometry (same formula, charge and spin) is 476.6 kJ/mol. For the total energy, the calculation gives -8864.2727 eV.

Atoms and positions in Å:
C: -0.20 1.29 -1.65
C: -0.50 0.52 -0.40
C: 0.59 -0.04 0.38
O: 1.36 0.89 0.99
C: 0.91 -1.20 1.05
C: -1.94 -2.03 2.02
N: -1.58 -2.26 0.92
H: 0.37 0.60 -2.28
H: -1.04 1.71 -2.20
H: 0.47 2.11 -1.39
H: -1.20 -0.22 -0.76
H: -1.12 1.20 0.22
H: -0.79 -1.96 0.36
H: 0.94 1.75 0.80
H: 1.40 -1.09 2.01
H: 1.30 -2.05 0.50


Record 12
Density functional theory data (wB97M-V/def2-TZVPD) for a single C5H9NO molecule.

The largest force on an atom is 0.010 hartree/bohr. The molecular weight is 99.133 u. Its HOMO energy is -9.8 eV. As for the SMILES: [H]/N=C(/C)CCC=O. Its energy relative to the best compared isomer or geometry (same formula, charge and spin) is 137.6 kJ/mol. For the total energy, the calculation gives -8867.7868 eV.

Atoms and positions in Å:
H: -0.74 0.58 2.14
N: -1.34 0.68 1.32
C: -0.95 -0.08 0.38
C: -1.69 -0.08 -0.93
C: 0.27 -0.98 0.45
C: 1.50 -0.29 -0.21
C: 1.41 1.20 0.02
O: 1.08 1.99 -0.83
H: -2.29 0.83 -1.03
H: -1.00 -0.14 -1.78
H: -2.36 -0.95 -0.98
H: 0.07 -1.92 -0.06
H: 0.50 -1.20 1.50
H: 1.52 -0.47 -1.29
H: 2.42 -0.69 0.23
H: 1.60 1.52 1.07


Which value of molecular weight does entry 11 give? 99.133 u


Which of these has the highest energy relative to the best compared isomer or geometry (same formula, charge and spin)? number 10